1.
C3H3Br | the ωB97M-V functional and the def2-TZVPD basis

Output
HOMO level: -8.15 eV
Energy relative to the best compared isomer or geometry (same formula, charge and spin): 51.2 kcal per mole
Multiplicity: 1
Charge: 0
LUMO level: -0.6580 eV
HOMO-LUMO gap: 7.496 eV

Structure (XYZ):
```
7
Properties=species:S:1:pos:R:3:forces:R:3:nbo_charge:R:1
C -0.565600 0.130969 -0.621369 -1.236 0.145 0.330 0.010
H 0.679680 -1.637757 0.509730 -0.211 -0.664 -0.679 0.264
C 0.223580 -0.753889 0.113351 -0.158 1.429 0.807 -0.119
C 0.114835 0.506526 0.588758 -1.032 -2.309 -3.318 -0.034
H -1.235466 0.278642 -1.571286 1.673 0.043 2.158 0.352
H 0.447083 1.031039 1.423324 0.036 1.442 0.884 0.258
Br -3.345292 0.124800 0.036053 0.928 -0.086 -0.182 -0.731
```
Positions in Å, forces in eV/Å.

***

2.
C3H3Br | the ωB97M-V functional and the def2-TZVPD basis

Output
HOMO level: -9.06 eV
Energy relative to the best compared isomer or geometry (same formula, charge and spin): 39.3 kcal per mole
Multiplicity: 1
Charge: 0
LUMO level: 0.9591 eV
HOMO-LUMO gap: 10.020 eV

Structure (XYZ):
```
7
Properties=species:S:1:pos:R:3:forces:R:3:nbo_charge:R:1
C -0.743535 -0.748690 0.036405 3.341 1.129 -1.270 -0.161
C 0.526285 0.394928 -0.331701 -2.845 -0.909 -1.561 -0.335
C -0.581138 0.400183 0.621539 -1.011 -1.050 1.251 -0.232
H -0.732584 -1.708358 -0.459099 -0.618 0.308 0.447 0.269
H -1.121144 0.808326 1.482555 0.726 0.662 -0.384 0.224
H 0.244415 0.822734 -1.347874 1.360 -0.330 1.472 0.219
Br 2.407698 0.030875 -0.001827 -0.953 0.191 0.044 0.017
```
Positions in Å, forces in eV/Å.